ORCA calculation (ωB97M-V/def2-TZVPD) on C4H8NO2 as an isolated structure in a non-equilibrium geometry.

frontier orbital gap (alpha / beta)	8.689 / 8.973	eV
charge	+1
total energy	-361.9573	hartree
multiplicity	3
ΔE to the lowest compared entry with this formula, charge and spin	56.63	kcal per mole

Atoms and positions in Å:
C (1.57, 1.43, 0.69)
C (0.45, 0.15, 0.59)
C (-0.64, -1.08, -1.20)
C (0.68, -0.91, -0.42)
N (-0.92, 0.61, 0.99)
O (2.40, 1.53, 1.43)
O (0.88, 1.80, -0.26)
H (-1.40, -1.81, -0.72)
H (-0.25, -1.59, -2.11)
H (-1.20, -0.22, -1.56)
H (1.55, -0.49, -0.84)
H (1.12, -1.68, 0.24)
H (-1.60, 0.62, 0.29)
H (-1.13, 1.56, 1.26)
H (-1.50, 0.07, 1.61)

Results of the Mulliken charge analysis, in e, for atoms 1 through 5: 0.47, 0.10, -1.23, -0.26, -0.29

---

ORCA calculation (ωB97M-V/def2-TZVPD) on a 2-piece molecular cluster, C4H8NO3 overall in a non-equilibrium geometry.

frontier orbital gap	8.401	eV
charge	-1
total energy	-437.7871	hartree
ΔE to the lowest compared entry with this formula, charge and spin	11.53	kcal per mole

Atoms and positions in Å:
C (-1.97, 0.24, 0.81)
C (-1.32, -0.20, 2.07)
O (-1.78, -0.22, 3.20)
N (-0.10, -0.80, 1.79)
H (-1.75, -0.44, -0.01)
H (-1.38, 1.08, 0.42)
H (0.53, -0.80, 2.59)
H (0.34, -0.39, 0.97)
H (-3.03, 0.48, 0.80)
C (1.63, -0.48, -1.97)
C (1.29, 1.00, -1.60)
O (1.79, 1.90, -2.30)
O (0.45, 1.10, -0.67)
H (0.72, -1.06, -2.07)
H (2.30, -0.87, -1.19)
H (2.28, -0.54, -2.85)

Results of the Mulliken charge analysis, in e, for atoms 1 through 5: -0.97, 0.67, -0.65, -0.51, 0.29

---

ORCA calculation (ωB97M-V/def2-TZVPD) on an isolated ion of composition C4H8NO3 and charge -1 in a non-equilibrium geometry.

frontier orbital gap	8.295	eV
charge	-1
total energy	-437.7367	hartree
ΔE to the lowest compared entry with this formula, charge and spin	43.16	kcal per mole

Atoms and positions in Å:
C (-0.84, 0.02, 1.05)
C (-0.04, 1.03, 0.29)
C (-0.38, 1.18, -1.18)
O (0.62, 0.55, -2.00)
N (-0.51, -1.39, 0.55)
C (0.96, -1.69, 0.65)
O (1.53, -1.79, -0.45)
O (1.44, -1.57, 1.79)
H (-1.94, -0.10, 1.09)
H (-0.61, -0.17, 2.12)
H (1.00, 0.66, 0.38)
H (-0.03, 2.02, 0.80)
H (-1.32, 0.73, -1.50)
H (-0.14, 2.20, -1.51)
H (0.94, -0.30, -1.62)
H (-0.67, -1.38, -0.45)

Results of the Mulliken charge analysis, in e, for atoms 1 through 5: -0.70, -0.50, -0.48, -0.56, -0.52

---

ORCA calculation (ωB97M-V/def2-TZVPD) on one molecule with the formula C4H8NO7P in a non-equilibrium geometry.

frontier orbital gap	9.759	eV
total energy	-1080.0561	hartree
ΔE to the lowest compared entry with this formula, charge and spin	29.77	kcal per mole

Atoms and positions in Å:
O (-1.75, -3.69, 0.76)
O (1.16, 2.71, -2.42)
O (-2.70, -1.07, 0.63)
O (0.48, -2.93, 0.79)
O (1.95, 3.21, -0.13)
O (-0.52, 2.93, -0.71)
O (1.09, 0.84, -0.62)
C (-0.91, -2.82, 0.76)
N (-1.32, -1.48, 0.71)
C (1.02, -1.59, 0.90)
C (-0.11, 0.06, -0.61)
C (-0.18, -0.64, 0.73)
P (0.89, 2.41, -1.00)
H (-3.27, -1.87, 0.56)
H (2.79, 2.91, -0.53)
H (-0.54, 3.77, -1.22)
H (1.48, -1.41, 1.88)
H (1.82, -1.42, 0.19)
H (-1.01, 0.65, -0.75)
H (-0.07, -0.65, -1.44)
H (-0.31, 0.07, 1.52)

Results of the Mulliken charge analysis, in e, for atoms 1 through 5: -0.63, -0.69, -0.42, -0.33, -0.50

---

ORCA calculation (ωB97M-V/def2-TZVPD) on C4H8NOP as an isolated structure in a non-equilibrium geometry.

frontier orbital gap	8.703	eV
total energy	-628.4744	hartree
ΔE to the lowest compared entry with this formula, charge and spin	61.42	kcal per mole

Atoms and positions in Å:
C (-0.64, -0.92, 0.21)
C (0.89, -0.83, -0.10)
C (1.42, 0.32, 0.51)
C (0.76, 1.52, -0.13)
N (-1.32, -1.98, 0.10)
O (-2.57, 0.93, -0.66)
P (-1.49, 0.75, 0.51)
H (1.28, -1.73, 0.44)
H (1.06, -0.95, -1.12)
H (1.38, 0.28, 1.53)
H (2.55, 0.45, 0.34)
H (1.08, 2.47, 0.24)
H (0.56, 1.38, -1.16)
H (-2.22, -1.89, 0.56)
H (-2.74, 0.19, -1.26)

Results of the Mulliken charge analysis, in e, for atoms 1 through 5: 0.23, -0.45, -0.45, -0.98, -0.66

---

ORCA calculation (ωB97M-V/def2-TZVPD) on an isolated ion of composition C4H8NOS and charge -1 in a non-equilibrium geometry.

frontier orbital gap	6.511	eV
charge	-1
total energy	-685.3869	hartree
ΔE to the lowest compared entry with this formula, charge and spin	43.42	kcal per mole

Atoms and positions in Å:
O (-0.38, -3.06, -0.48)
C (-0.51, -1.82, -0.39)
N (0.33, -1.22, 0.49)
C (0.34, 0.38, 0.59)
C (-1.29, 0.89, 0.43)
S (-1.33, 2.75, 0.66)
C (1.22, 0.75, -0.61)
H (-0.80, -1.15, -1.24)
H (1.02, -1.80, 1.01)
H (0.60, 0.84, 1.54)
H (-1.77, 0.40, 1.19)
H (-1.82, 0.65, -0.52)
H (1.46, 1.74, -0.65)
H (2.21, 0.24, -0.51)
H (0.71, 0.41, -1.50)

Results of the Mulliken charge analysis, in e, for atoms 1 through 5: -0.66, 0.17, -0.11, -0.20, -0.82

---

ORCA calculation (ωB97M-V/def2-TZVPD) on an isolated ion of composition C4H8NOS and charge +1 in a non-equilibrium geometry.

frontier orbital gap	8.860	eV
charge	+1
total energy	-685.1059	hartree
ΔE to the lowest compared entry with this formula, charge and spin	13.04	kcal per mole

Atoms and positions in Å:
C (-0.98, 1.11, 0.40)
C (-2.21, 0.92, -0.10)
C (1.17, -0.05, -0.01)
C (1.98, -1.30, 0.05)
N (-0.08, -0.12, 0.41)
O (1.61, 1.08, -0.54)
S (-2.96, -0.59, -0.40)
H (-0.47, 1.99, 0.64)
H (-2.86, 1.77, -0.24)
H (1.80, -2.08, -0.77)
H (1.83, -1.83, 1.02)
H (3.18, -1.05, -0.18)
H (-4.09, -0.02, -0.46)
H (-0.46, -0.96, 0.89)
H (2.55, 1.12, -0.73)

Results of the Mulliken charge analysis, in e, for atoms 1 through 5: -0.45, -0.13, 0.84, -1.11, -0.23

---

ORCA calculation (ωB97M-V/def2-TZVPD) on a 2-piece molecular cluster, C4H8NPS overall in a non-equilibrium geometry.

frontier orbital gap	7.708	eV
total energy	-951.3609	hartree
ΔE to the lowest compared entry with this formula, charge and spin	81.35	kcal per mole

Atoms and positions in Å:
C (-1.52, -1.50, 0.67)
C (1.39, -0.08, -1.17)
C (1.35, 1.34, 0.95)
C (1.55, 1.03, -0.51)
N (1.41, -1.14, -1.79)
P (-2.40, -0.60, -0.71)
S (-1.07, -0.81, 2.07)
H (-1.35, -2.53, 0.62)
H (1.35, 0.42, 1.45)
H (0.40, 1.82, 0.86)
H (2.05, 2.04, 1.22)
H (1.91, 1.90, -1.06)
H (0.66, -1.57, -2.24)
H (-3.58, -0.86, -0.40)
H (-2.17, 0.53, 0.03)

Results of the Mulliken charge analysis, in e, for atoms 1 through 5: -0.32, 0.39, -0.98, -0.37, -0.52

---

ORCA calculation (ωB97M-V/def2-TZVPD) on an isolated ion of composition C4H8NS and charge +1 in a non-equilibrium geometry.

frontier orbital gap	8.191	eV
charge	+1
total energy	-609.8100	hartree
ΔE to the lowest compared entry with this formula, charge and spin	37.63	kcal per mole

Atoms and positions in Å:
C (1.92, 0.74, 0.92)
C (-0.73, 0.60, -1.24)
C (-0.22, 1.55, -0.10)
C (-0.71, -1.86, 0.37)
N (0.86, 1.28, 0.45)
S (-1.80, -0.45, -0.21)
H (1.84, -0.20, 1.35)
H (2.92, 1.24, 0.68)
H (-1.31, 1.18, -1.96)
H (-0.11, -0.06, -1.84)
H (-0.89, 2.20, 0.34)
H (0.17, -1.86, -0.34)
H (-1.38, -2.65, 0.20)
H (-0.56, -1.70, 1.39)

Results of the Mulliken charge analysis, in e, for atoms 1 through 5: -0.20, -0.58, -0.13, -0.78, 0.03

---

ORCA calculation (ωB97M-V/def2-TZVPD) on a 2-piece molecular cluster, C4H8NS overall in a non-equilibrium geometry.

frontier orbital gap (alpha / beta)	7.175 / 7.185	eV
charge	+1
total energy	-609.6802	hartree
ΔE to the lowest compared entry with this formula, charge and spin	119.08	kcal per mole

Atoms and positions in Å:
C (-0.18, -0.73, -3.01)
C (-0.44, 0.11, -1.03)
C (-0.24, -0.18, 0.35)
C (0.86, -0.28, 2.48)
N (0.85, -0.15, 1.06)
S (-0.89, 0.04, -4.17)
H (-0.13, 1.15, -1.35)
H (-1.51, 0.00, -1.25)
H (-1.02, -0.52, 0.97)
H (1.59, -0.89, 3.09)
H (0.99, 0.75, 2.98)
H (-0.13, -0.55, 2.78)
H (1.69, 0.12, 0.55)
H (-1.43, 1.12, -3.45)

Results of the Mulliken charge analysis, in e, for atoms 1 through 5: 0.19, -1.11, 0.27, -0.68, -0.14

---

ORCA calculation (ωB97M-V/def2-TZVPD) on an isolated ion of composition C4H8NS and charge +1 in a non-equilibrium geometry.

frontier orbital gap	8.990	eV
charge	+1
total energy	-609.8116	hartree
ΔE to the lowest compared entry with this formula, charge and spin	36.62	kcal per mole

Atoms and positions in Å:
C (-0.17, 0.29, 0.45)
C (0.84, -0.77, 0.11)
C (-1.37, 0.56, -0.31)
C (1.15, -1.66, 1.10)
N (-0.38, 1.54, -0.46)
S (2.19, -3.05, 0.86)
H (-0.21, 0.54, 1.53)
H (1.18, -0.90, -0.93)
H (-1.54, -0.15, -1.02)
H (-2.34, 0.96, 0.22)
H (0.87, -1.26, 2.16)
H (0.28, 1.58, -1.27)
H (-0.53, 2.49, 0.02)
H (1.88, -3.02, -0.42)

Results of the Mulliken charge analysis, in e, for atoms 1 through 5: 0.07, -0.38, -0.47, -0.09, -0.25

---

ORCA calculation (ωB97M-V/def2-TZVPD) on an isolated ion of composition C4H8NS2 and charge +1 in a non-equilibrium geometry.

frontier orbital gap	8.963	eV
charge	+1
total energy	-1007.9760	hartree
ΔE to the lowest compared entry with this formula, charge and spin	60.09	kcal per mole

Atoms and positions in Å:
C (0.90, 0.62, -0.87)
C (0.66, 0.06, -2.05)
C (-0.67, -0.86, 0.02)
C (-0.02, 1.08, 1.34)
N (0.39, 0.04, 0.33)
S (-0.40, -1.29, -2.06)
S (-0.72, -2.32, 1.15)
H (1.53, 1.48, -1.03)
H (0.76, 0.52, -2.98)
H (-1.53, -0.30, 0.09)
H (0.73, 1.75, 1.62)
H (-0.89, 1.86, 1.00)
H (-0.30, 0.73, 2.37)
H (1.16, -0.39, 0.79)
H (-1.61, -2.97, 0.27)

Results of the Mulliken charge analysis, in e, for atoms 1 through 5: -0.45, -0.22, -0.36, -0.91, 0.16